a) {"formula": "C2H5N3O2", "method": "the ωB97M-V functional and the def2-TZVPD basis", "mol_weight_g_mol": 103.08, "homo_lumo_gap_ev": [8.09, 8.09], "homo_energy_ev": [-7.849, -7.848], "symbols": ["C", "C", "N", "N", "N", "O", "O", "H", "H", "H", "H", "H"], "coordinates": [[-0.41, 0.16, -0.48], [0.98, 0.46, 0.63], [1.73, -0.82, 0.69], [-0.37, -1.06, -0.91], [-1.50, 0.94, -0.41], [1.57, -1.29, 1.80], [0.73, -1.72, -0.83], [1.71, 1.09, 0.18], [0.49, 0.83, 1.55], [-1.18, -1.37, -1.30], [-1.38, 1.92, 0.06], [-2.38, 0.86, -0.98]]}



b) {"formula": "C2H5N3O2", "method": "the ωB97M-V functional and the def2-TZVPD basis", "mol_weight_g_mol": 103.08, "homo_lumo_gap_ev": 8.40, "homo_energy_ev": -8.761, "symbols": ["C", "C", "H", "H", "H", "H", "H", "N", "N", "N", "O", "O"], "coordinates": [[1.45, -0.12, 0.02], [-2.28, -0.36, -0.14], [3.23, 0.76, -0.27], [1.65, 2.26, 0.15], [-0.18, 1.14, 0.01], [-0.64, -1.57, -0.50], [-2.91, -1.41, -0.15], [2.32, 0.98, -0.05], [0.14, 0.32, -0.30], [-0.83, -0.55, -0.21], [1.88, -1.17, 0.34], [-2.83, 0.74, 0.34]]}



c) {"formula": "C2H5N3O2", "method": "the ωB97M-V functional and the def2-TZVPD basis", "smiles": "[H]/N=N/N.O=C=CO", "mol_weight_g_mol": 103.08, "homo_lumo_gap_ev": 8.43, "homo_energy_ev": -7.866, "symbols": ["H", "N", "N", "N", "H", "H", "O", "C", "C", "O", "H", "H"], "coordinates": [[2.00, -0.86, -0.66], [1.30, -0.24, -0.46], [1.74, 0.95, -0.42], [0.85, 1.89, -0.07], [1.25, 2.82, 0.23], [-0.23, 1.81, -0.05], [0.60, -2.57, 0.06], [-0.11, -1.62, 0.10], [-1.28, -1.08, 0.27], [-1.56, 0.35, 0.21], [-2.02, -1.83, 0.44], [-2.55, 0.38, 0.36]]}



d) {"formula": "C2H5N3O2", "method": "the ωB97M-V functional and the def2-TZVPD basis", "smiles": "NC(N)=O.N=C=O", "mol_weight_g_mol": 103.08, "homo_lumo_gap_ev": 10.09, "homo_energy_ev": -9.905, "symbols": ["N", "C", "N", "O", "H", "H", "H", "H", "N", "C", "O", "H"], "coordinates": [[-0.05, -1.12, -0.45], [1.17, -0.86, 0.23], [1.81, 0.27, -0.15], [1.75, -1.77, 0.80], [-0.43, -2.03, -0.22], [-0.75, -0.48, -0.77], [1.33, 0.94, -0.74], [2.74, 0.40, 0.22], [-2.66, 1.11, 0.55], [-1.47, 1.22, 0.47], [-0.43, 1.77, 0.29], [-3.02, 0.55, -0.23]]}



We find d) to be the most stable, with the next structure 0.1545 hartree higher.



a) {"formula": "C2H5N3O2", "method": "the ωB97M-V functional and the def2-TZVPD basis", "smiles": "C/N=[N+](\\[O-])CN=O", "mol_weight_g_mol": 103.08, "homo_lumo_gap_ev": 9.09, "homo_energy_ev": -9.740, "symbols": ["C", "N", "N", "O", "C", "N", "O", "H", "H", "H", "H", "H"], "coordinates": [[-1.38, -0.82, 0.08], [-0.03, -0.51, -0.10], [0.34, 0.67, -0.01], [-0.35, 1.67, 0.21], [1.92, 0.91, -0.21], [2.57, -0.21, 0.48], [3.48, -0.77, -0.08], [-2.04, -0.15, 0.65], [-1.39, -1.91, 0.26], [-2.04, -0.69, -0.87], [2.16, 1.88, 0.33], [2.29, 0.94, -1.30]]}



b) {"formula": "C2H5N3O2", "method": "the ωB97M-V functional and the def2-TZVPD basis", "smiles": "[H]/N=C(/N)N(O)C=O", "mol_weight_g_mol": 103.08, "homo_lumo_gap_ev": 10.36, "homo_energy_ev": -9.992, "symbols": ["H", "N", "C", "N", "N", "O", "C", "O", "H", "H", "H", "H"], "coordinates": [[0.67, -1.98, 0.60], [-0.33, -1.79, 0.34], [-0.61, -0.62, -0.02], [-1.94, -0.18, -0.38], [0.45, 0.35, -0.12], [-0.07, 1.66, 0.36], [1.82, 0.22, -0.15], [2.60, -0.73, -0.15], [-2.25, 0.57, 0.27], [-2.47, -1.09, -0.39], [-0.15, 2.34, -0.39], [2.28, 1.24, 0.03]]}



c) {"formula": "C2H5N3O2", "method": "the ωB97M-V functional and the def2-TZVPD basis", "mol_weight_g_mol": 103.08, "homo_lumo_gap_ev": [7.54, 7.54], "homo_energy_ev": [-7.428, -7.426], "symbols": ["C", "C", "N", "N", "N", "O", "O", "H", "H", "H", "H", "H"], "coordinates": [[0.30, -1.04, 0.05], [1.00, 0.07, -0.03], [-1.00, -1.25, -0.08], [-1.64, 0.88, 0.48], [2.15, 0.70, -0.24], [-0.70, 1.65, -0.09], [-1.86, -0.25, -0.43], [0.70, -2.02, 0.39], [-1.41, -1.87, 0.56], [-2.47, 1.29, 0.17], [2.39, 0.51, -1.18], [2.53, 1.33, 0.39]]}



We find b) to be the most stable, with the next structure 0.1338 hartree higher.



a) {"formula": "C2H5N3O2", "method": "the ωB97M-V functional and the def2-TZVPD basis", "mol_weight_g_mol": 103.08, "homo_lumo_gap_ev": [7.42, 9.88], "homo_energy_ev": [-8.270, -10.134], "symbols": ["C", "C", "N", "N", "N", "O", "O", "H", "H", "H", "H", "H"], "coordinates": [[-1.60, 0.57, 0.05], [2.10, 0.04, -0.17], [-0.17, 0.48, 0.24], [-2.61, -1.75, 0.15], [0.76, -0.40, 0.16], [-2.02, 1.70, -0.13], [-2.48, -0.41, 0.33], [2.18, 0.34, -1.25], [2.58, 0.92, 0.46], [2.72, -0.86, -0.06], [0.15, 1.42, 0.28], [-1.61, -2.07, -0.06]]}



b) {"formula": "C2H5N3O2", "method": "the ωB97M-V functional and the def2-TZVPD basis", "smiles": "Nc1co[nH]o[nH]1", "mol_weight_g_mol": 103.08, "homo_lumo_gap_ev": 9.04, "homo_energy_ev": -8.129, "symbols": ["N", "C", "C", "O", "N", "O", "N", "H", "H", "H", "H", "H"], "coordinates": [[0.31, -0.63, 1.90], [0.03, -0.09, 0.65], [-0.98, 0.71, 0.15], [-0.95, 1.22, -1.13], [-0.30, 0.36, -2.02], [1.13, 0.27, -1.50], [1.11, -0.46, -0.34], [0.15, -1.57, 2.14], [-0.06, -0.05, 2.65], [-1.82, 0.95, 0.80], [-0.02, 0.81, -2.86], [1.39, -1.51, -0.43]]}



We find a) to be the most stable, with the next structure 0.0075 hartree higher.



a) {"formula": "C20H34N6O2", "method": "the ωB97M-V functional and the def2-TZVPD basis", "smiles": "CC1=CC[C@H](C(=O)N(C)CC[C@H](C)NC(=O)c2cn(CCN(C)C)nn2)CC1", "mol_weight_g_mol": 390.53, "homo_lumo_gap_ev": 9.09, "homo_energy_ev": -8.710, "symbols": ["C", "C", "C", "C", "C", "C", "O", "N", "C", "C", "C", "C", "C", "N", "C", "O", "C", "C", "N", "C", "C", "N", "C", "C", "N", "N", "C", "C", "H", "H", "H", "H", "H", "H", "H", "H", "H", "H", "H", "H", "H", "H", "H", "H", "H", "H", "H", "H", "H", "H", "H", "H", "H", "H", "H", "H", "H", "H", "H", "H", "H", "H"], "coordinates": [[-4.28, 4.33, 3.04], [-4.06, 2.85, 2.87], [-5.06, 1.99, 2.75], [-4.89, 0.51, 2.55], [-3.45, 0.16, 2.17], [-3.22, -1.34, 2.29], [-3.34, -1.87, 3.39], [-2.90, -2.06, 1.17], [-2.60, -3.47, 1.32], [-2.79, -1.53, -0.18], [-1.36, -1.20, -0.60], [-0.89, 0.22, -0.29], [-1.58, 1.27, -1.15], [0.55, 0.33, -0.48], [1.41, -0.10, 0.49], [1.02, -0.58, 1.53], [2.85, 0.06, 0.14], [3.46, 0.02, -1.09], [4.77, 0.17, -0.81], [5.91, 0.19, -1.71], [6.00, -1.08, -2.54], [4.96, -1.18, -3.56], [4.81, -2.56, -4.01], [5.23, -0.30, -4.69], [4.96, 0.31, 0.51], [3.81, 0.23, 1.09], [-2.48, 0.90, 3.08], [-2.62, 2.40, 2.87], [-3.76, 4.89, 2.26], [-5.34, 4.58, 2.99], [-3.89, 4.68, 3.99], [-6.08, 2.36, 2.78], [-5.15, -0.03, 3.47], [-5.58, 0.16, 1.78], [-3.28, 0.51, 1.15], [-2.69, -3.74, 2.36], [-3.30, -4.07, 0.72], [-1.58, -3.69, 0.98], [-3.19, -2.30, -0.84], [-3.45, -0.67, -0.30], [-0.68, -1.90, -0.11], [-1.25, -1.36, -1.68], [-1.07, 0.43, 0.77], [-2.67, 1.24, -1.02], [-1.25, 2.27, -0.87], [-1.37, 1.11, -2.21], [0.90, 0.87, -1.25], [3.11, -0.15, -2.09], [5.87, 1.08, -2.34], [6.78, 0.28, -1.06], [7.01, -1.14, -2.99], [5.90, -1.93, -1.87], [4.01, -2.61, -4.74], [5.73, -2.95, -4.47], [4.56, -3.19, -3.16], [4.42, -0.40, -5.41], [5.27, 0.74, -4.37], [6.17, -0.55, -5.19], [-2.71, 0.63, 4.11], [-1.45, 0.57, 2.90], [-2.16, 2.69, 1.92], [-2.07, 2.94, 3.65]]}



b) {"formula": "C20H34N6O2", "method": "the ωB97M-V functional and the def2-TZVPD basis", "smiles": "CC1=CC[C@H](C(=O)N(C)CC[C@H](C)NC(=O)c2cn(CCN(C)C)nn2)CC1", "mol_weight_g_mol": 390.53, "homo_lumo_gap_ev": 8.74, "homo_energy_ev": -8.358, "symbols": ["C", "C", "C", "C", "C", "C", "O", "N", "C", "C", "C", "C", "C", "N", "C", "O", "C", "C", "N", "C", "C", "N", "C", "C", "N", "N", "C", "C", "H", "H", "H", "H", "H", "H", "H", "H", "H", "H", "H", "H", "H", "H", "H", "H", "H", "H", "H", "H", "H", "H", "H", "H", "H", "H", "H", "H", "H", "H", "H", "H", "H", "H"], "coordinates": [[1.82, -4.38, 1.74], [2.22, -3.49, 0.60], [2.78, -3.96, -0.51], [3.14, -3.11, -1.70], [2.44, -1.75, -1.64], [3.05, -0.81, -2.68], [4.25, -0.57, -2.65], [2.23, -0.26, -3.63], [2.79, 0.71, -4.55], [0.79, -0.44, -3.67], [0.05, 0.40, -2.64], [-1.46, 0.20, -2.70], [-2.14, 1.14, -3.68], [-2.05, 0.36, -1.38], [-1.85, -0.59, -0.43], [-1.19, -1.59, -0.64], [-2.44, -0.29, 0.90], [-2.68, 0.92, 1.50], [-3.17, 0.61, 2.71], [-3.51, 1.48, 3.82], [-2.27, 2.10, 4.45], [-1.64, 3.07, 3.57], [-0.23, 3.23, 3.87], [-2.32, 4.35, 3.61], [-3.23, -0.72, 2.86], [-2.79, -1.27, 1.78], [2.63, -1.15, -0.25], [1.94, -2.02, 0.79], [0.75, -4.27, 1.94], [2.02, -5.43, 1.52], [2.35, -4.11, 2.65], [2.97, -5.02, -0.59], [4.22, -2.95, -1.75], [2.86, -3.63, -2.62], [1.38, -1.90, -1.80], [3.85, 0.82, -4.35], [2.65, 0.38, -5.58], [2.29, 1.68, -4.44], [0.47, -0.18, -4.69], [0.54, -1.49, -3.53], [0.41, 0.11, -1.65], [0.29, 1.46, -2.78], [-1.65, -0.84, -3.01], [-1.70, 1.05, -4.67], [-3.21, 0.92, -3.77], [-2.02, 2.18, -3.35], [-2.74, 1.07, -1.23], [-2.50, 1.94, 1.20], [-4.21, 2.24, 3.47], [-4.03, 0.85, 4.54], [-2.55, 2.54, 5.42], [-1.56, 1.30, 4.65], [0.22, 3.93, 3.17], [-0.06, 3.61, 4.89], [0.28, 2.27, 3.77], [-1.87, 5.04, 2.89], [-3.37, 4.25, 3.35], [-2.27, 4.82, 4.61], [3.70, -1.08, -0.05], [2.23, -0.13, -0.21], [0.85, -1.87, 0.75], [2.26, -1.73, 1.80]]}



We find b) to be the most stable, with the next structure 0.0044 hartree higher.



a) {"formula": "H5N3O", "method": "the ωB97M-V functional and the def2-TZVPD basis", "smiles": "[H]/N=N\\N.O", "mol_weight_g_mol": 63.06, "homo_lumo_gap_ev": 11.07, "homo_energy_ev": -10.381, "symbols": ["H", "N", "N", "N", "H", "H", "O", "H", "H"], "coordinates": [[0.19, -1.06, 0.92], [0.07, -1.36, -0.06], [0.55, -0.55, -0.89], [0.99, 0.56, -0.31], [1.55, 0.44, 0.53], [1.37, 1.23, -0.97], [-1.74, 0.38, 0.65], [-1.14, 0.88, 0.07], [-1.85, -0.52, 0.07]]}



b) {"formula": "H5N3O", "method": "the ωB97M-V functional and the def2-TZVPD basis", "smiles": "[H]/N=N\\[H].NO", "mol_weight_g_mol": 63.06, "homo_lumo_gap_ev": 9.15, "homo_energy_ev": -8.831, "symbols": ["H", "N", "N", "H", "N", "O", "H", "H", "H"], "coordinates": [[-1.54, 1.56, 0.96], [-1.30, 1.58, -0.03], [-1.81, 2.58, -0.62], [-2.15, 3.28, 0.05], [0.81, -1.76, 0.00], [2.00, -1.92, -0.75], [1.13, -1.81, 0.97], [0.50, -0.80, -0.24], [2.35, -2.70, -0.34]]}



We find a) to be the most stable, with the next structure 0.0607 hartree higher.



a) {"formula": "C4H6IN2", "method": "the ωB97M-V functional and the def2-TZVPD basis", "charge": 1, "mol_weight_g_mol": 209.01, "homo_lumo_gap_ev": [7.55, 6.64], "homo_energy_ev": [-12.646, -11.742], "symbols": ["C", "C", "C", "C", "N", "N", "I", "H", "H", "H", "H", "H", "H"], "coordinates": [[0.92, 0.85, 0.04], [1.92, 0.02, -0.29], [-0.46, 0.49, -0.02], [-0.12, -1.89, 0.12], [-0.85, -0.81, -0.12], [-1.42, 1.43, 0.04], [3.91, 0.01, 0.04], [1.09, 1.92, 0.17], [-0.43, -2.84, -0.29], [0.78, -1.82, 0.70], [-1.77, -0.96, -0.52], [-1.17, 2.41, 0.04], [-2.39, 1.20, 0.09]]}



b) {"formula": "C4H6IN2", "method": "the ωB97M-V functional and the def2-TZVPD basis", "charge": 1, "mol_weight_g_mol": 209.01, "homo_lumo_gap_ev": 7.53, "homo_energy_ev": -11.836, "symbols": ["C", "C", "C", "C", "N", "N", "I", "H", "H", "H", "H", "H", "H"], "coordinates": [[-0.54, 2.62, -0.20], [-0.42, 1.44, -0.32], [1.54, 1.07, 0.19], [0.21, -0.89, -0.55], [0.47, 0.44, -0.17], [-0.93, -1.37, 0.41], [3.39, 0.05, 0.28], [-0.82, 3.55, 0.12], [-1.84, -1.43, -0.07], [1.13, -1.33, -0.21], [-0.28, -1.04, -1.51], [-1.02, -0.72, 1.26], [-0.88, -2.40, 0.76]]}



We find a) to be the most stable, with the next structure 0.1148 hartree higher.



a) {"formula": "C4H8N2O2S", "method": "the ωB97M-V functional and the def2-TZVPD basis", "smiles": "[H]/N=C(C)/C=[N+](/[O-])OCS", "mol_weight_g_mol": 148.19, "homo_lumo_gap_ev": 9.06, "homo_energy_ev": -9.084, "symbols": ["H", "N", "C", "C", "C", "N", "O", "O", "C", "S", "H", "H", "H", "H", "H", "H", "H"], "coordinates": [[1.22, 1.92, 0.72], [0.62, 1.13, 0.47], [1.29, 0.14, 0.06], [2.69, 0.21, -0.41], [0.51, -1.04, -0.32], [-0.73, -1.24, -0.07], [-1.35, -2.20, -0.44], [-1.44, -0.35, 0.88], [-2.74, 0.06, 0.63], [-2.66, 1.43, -0.55], [3.15, -0.71, -0.51], [3.40, 0.76, 0.13], [2.67, 0.74, -1.46], [1.00, -1.87, -0.77], [-3.01, 0.23, 1.68], [-3.20, -0.88, 0.15], [-1.40, 1.66, -0.20]]}



b) {"formula": "C4H8N2O2S", "method": "the ωB97M-V functional and the def2-TZVPD basis", "mol_weight_g_mol": 148.19, "homo_lumo_gap_ev": 7.65, "homo_energy_ev": -8.684, "symbols": ["C", "C", "C", "C", "N", "N", "O", "O", "S", "H", "H", "H", "H", "H", "H", "H", "H"], "coordinates": [[1.97, -0.49, -0.58], [-1.59, 0.50, -1.36], [-0.75, -0.96, 1.89], [-1.02, -0.38, -0.36], [-1.15, -0.09, 0.82], [2.36, 0.77, -0.47], [1.69, 1.50, 0.55], [3.05, 1.34, -1.31], [2.29, -1.94, -0.06], [-0.88, 1.24, -1.91], [-2.41, 1.23, -1.09], [-1.98, -0.26, -2.03], [0.34, -0.79, 2.04], [-1.40, -0.59, 2.78], [-0.95, -2.03, 1.82], [-0.78, -1.29, -0.85], [1.20, 2.25, 0.12]]}



c) {"formula": "C4H8N2O2S", "method": "the ωB97M-V functional and the def2-TZVPD basis", "mol_weight_g_mol": 148.19, "homo_lumo_gap_ev": 8.98, "homo_energy_ev": -8.363, "symbols": ["C", "C", "C", "C", "N", "N", "O", "O", "S", "H", "H", "H", "H", "H", "H", "H", "H"], "coordinates": [[-3.05, 0.91, -0.20], [1.89, 1.03, 0.04], [0.58, 0.50, 0.59], [-1.28, -1.23, -0.44], [-1.89, -2.27, -0.97], [3.05, 0.73, 0.83], [-2.54, 1.47, -1.05], [-3.53, 0.38, 0.68], [0.38, -1.31, 0.16], [1.72, 0.70, -0.95], [1.98, 2.11, -0.08], [0.48, 0.68, 1.61], [-0.34, 0.90, 0.07], [-2.85, -1.99, -0.98], [-1.62, -3.29, -0.86], [3.07, -0.21, 1.04], [3.95, 0.89, 0.50]]}



d) {"formula": "C4H8N2O2S", "method": "the ωB97M-V functional and the def2-TZVPD basis", "mol_weight_g_mol": 148.19, "homo_lumo_gap_ev": [8.38, 6.55], "homo_energy_ev": [-9.435, -7.903], "symbols": ["C", "C", "C", "C", "N", "N", "O", "O", "S", "H", "H", "H", "H", "H", "H", "H", "H"], "coordinates": [[-1.41, 0.10, -0.25], [-1.42, 1.66, -0.25], [2.12, -0.37, 1.93], [-0.16, -0.38, 0.28], [-2.37, -0.61, -0.77], [0.59, -0.91, -1.99], [1.34, -0.03, -2.34], [-0.03, -1.71, -2.62], [1.04, 0.64, 0.85], [-0.73, 2.24, -0.82], [-1.34, 1.95, 0.75], [-2.41, 1.97, -0.76], [3.21, 0.02, 1.83], [2.05, -1.27, 1.37], [1.71, -0.31, 3.00], [-0.09, -1.45, 0.51], [-2.10, -1.54, -0.73]]}



We find c) to be the most stable, with the next structure 0.1245 hartree higher.



a) {"formula": "C2H4P2", "method": "the ωB97M-V functional and the def2-TZVPD basis", "mol_weight_g_mol": 90.00, "homo_lumo_gap_ev": [7.54, 7.53], "homo_energy_ev": [-8.583, -8.582], "symbols": ["C", "C", "P", "P", "H", "H", "H", "H"], "coordinates": [[1.62, -0.08, -0.63], [-0.35, 1.08, 0.30], [0.75, 1.36, -1.20], [0.68, -0.39, 0.88], [2.55, -0.60, -1.06], [-0.44, 1.83, 1.03], [-1.28, 0.67, 0.17], [-0.82, -1.64, -0.03]]}



b) {"formula": "C2H4P2", "method": "the ωB97M-V functional and the def2-TZVPD basis", "mol_weight_g_mol": 90.00, "homo_lumo_gap_ev": 8.65, "homo_energy_ev": -8.622, "symbols": ["C", "C", "P", "P", "H", "H", "H", "H"], "coordinates": [[-1.32, 0.02, 0.20], [0.94, -0.19, -0.58], [-0.69, 0.14, -1.42], [0.13, -0.46, 1.19], [-2.45, 0.03, 0.53], [1.45, -1.06, -1.17], [1.49, 0.69, -0.59], [0.45, 0.83, 1.83]]}



c) {"formula": "C2H4P2", "method": "the ωB97M-V functional and the def2-TZVPD basis", "smiles": "C#P.C=P", "mol_weight_g_mol": 90.00, "homo_lumo_gap_ev": 9.08, "homo_energy_ev": -9.340, "symbols": ["C", "P", "H", "C", "P", "H", "H", "H"], "coordinates": [[-1.43, -1.05, 0.74], [-2.90, -1.08, 0.15], [-0.67, -1.29, 1.47], [1.01, 0.15, -0.19], [1.19, 1.82, -0.34], [0.70, -0.42, -1.00], [1.38, -0.32, 0.76], [0.72, 2.18, -1.59]]}



We find b) to be the most stable, with the next structure 0.0626 hartree higher.